[1]
Computed, not measured: a molecular structure, C24H73BN14O14Pd in a non-equilibrium geometry, with ωB97M-V/def2-TZVPD.

## Properties
HOMO level (alpha / beta) ... -5.868 / -5.975 eV

Structure (ORCA input):
```
! RIJCOSX wB97M-V def2-TZVPD def2/J DEFGRID3
* xyz 0 3
N -25.1399 -6.0482 -0.1535
H -25.4661 -5.2165 0.3175
H -24.8071 -6.7371 0.5059
H -24.3691 -5.7220 -0.7188
H -25.9215 -6.5146 -0.5914
Pd -25.0307 -1.7608 0.1532
B -25.4291 -3.6797 1.3142
H -26.1353 -3.7391 0.5005
H -25.5500 -4.5112 1.9912
H -24.4603 -3.6428 0.8407
H -25.5981 -2.7363 1.8098
C -24.5780 -1.7031 -2.4043
O -24.5441 -2.7637 -1.8217
O -24.7750 -0.6956 -1.7093
O -24.2915 -1.7439 -3.5958
C -30.9444 -4.4425 -0.4862
O -30.0367 -5.3095 -1.1355
C -28.7424 -4.7439 -1.3301
C -27.8194 -5.5095 -2.2324
N -27.3857 -6.8419 -1.7251
C -26.6436 -7.6167 -2.7442
C -26.2087 -8.9905 -2.1081
O -27.2761 -9.9254 -2.0639
C -26.7019 -11.2655 -2.0093
H -31.9731 -4.8027 -0.4972
H -31.0017 -3.4638 -0.9626
H -30.5861 -4.1686 0.5061
H -28.1629 -4.7424 -0.4069
H -28.7240 -3.7429 -1.7611
H -26.8924 -4.9543 -2.3758
H -28.2986 -5.7016 -3.1924
H -28.2121 -7.4047 -1.5827
H -25.7713 -7.0281 -3.0285
H -27.2428 -7.8505 -3.6241
H -25.8342 -8.9736 -1.0846
H -25.4495 -9.3481 -2.8036
H -25.8593 -11.2804 -1.3180
H -26.3598 -11.4585 -3.0260
H -27.4663 -11.9638 -1.6685
C -33.6535 -1.8505 0.2066
O -34.1389 -0.4641 0.4648
C -33.3217 0.3074 1.3310
C -33.6202 -0.1634 2.7703
N -32.7023 -1.2537 3.0913
C -31.5272 -0.8743 3.9138
C -30.6401 -2.0791 4.2274
O -29.9471 -2.5003 3.0290
C -28.8209 -3.4116 3.2348
H -34.0015 -2.2196 -0.7582
H -34.0459 -2.4801 1.0052
H -32.5641 -1.8515 0.1718
H -33.7119 1.3050 1.1294
H -32.2678 0.2733 1.0552
H -34.6786 -0.4041 2.8705
H -33.3553 0.7056 3.3726
H -32.3845 -1.6802 2.2327
H -31.9062 -0.5175 4.8715
H -30.8956 -0.0671 3.5428
H -31.2159 -2.8983 4.6579
H -29.8688 -1.7030 4.8996
H -28.0291 -2.7380 2.9069
H -29.0261 -4.2426 2.5600
H -28.7739 -3.8558 4.2291
C -21.1735 -8.0677 2.8476
O -22.5234 -8.1364 2.2864
C -23.3246 -7.0148 2.7080
C -24.7915 -7.5493 2.7847
N -25.2890 -8.3713 1.7356
C -26.3103 -9.3584 1.9144
C -27.5655 -8.5554 2.3241
O -28.7548 -9.2645 2.1725
C -29.1211 -9.7365 0.8959
H -20.8173 -7.0546 2.6614
H -20.5415 -8.7927 2.3345
H -21.1200 -8.3331 3.9035
H -23.1796 -6.3196 1.8810
H -23.0044 -6.5065 3.6175
H -25.5647 -6.8009 2.9581
H -24.8918 -8.1434 3.6931
H -24.4562 -8.7823 1.3384
H -26.1504 -10.1110 2.6865
H -26.4467 -9.7191 0.8949
H -27.5781 -7.6998 1.6489
H -27.4344 -8.3344 3.3834
H -30.0554 -10.2730 1.0612
H -28.5442 -10.5257 0.4137
H -29.2741 -8.9430 0.1644
C -25.0906 0.7837 2.3496
O -25.0498 0.1592 1.2954
N -24.3088 1.7015 2.7847
N -26.0008 0.4768 3.3299
H -23.6587 2.0598 2.0998
H -24.5589 2.2048 3.6239
H -25.9716 1.0972 4.1263
H -26.8648 0.0362 3.0477
C -22.0396 -1.2601 1.6287
O -22.8874 -1.7508 0.9376
N -21.8582 -0.0131 1.8562
N -21.1307 -1.9959 2.2081
H -20.9329 0.1849 2.2092
H -22.4080 0.7658 1.5230
H -20.6349 -1.5275 2.9530
H -21.0773 -3.0006 2.1200
C -25.7363 -5.2222 5.7085
O -26.9641 -5.2804 5.6564
N -24.9061 -4.7153 4.8620
N -25.0470 -5.8515 6.6572
H -23.9524 -4.4896 5.1059
H -25.3722 -4.3368 4.0498
H -25.6036 -6.2589 7.3951
H -24.0495 -5.8804 6.5015
C -20.8582 -5.1454 0.3621
O -20.2126 -4.8010 1.3801
N -20.5938 -6.2038 -0.3531
N -21.9065 -4.4643 -0.0138
H -21.1048 -6.3989 -1.2022
H -19.6748 -6.5968 -0.2080
H -22.1611 -3.5846 0.4121
H -22.3732 -4.7994 -0.8445
C -28.0500 -0.6824 -0.1235
O -27.1433 -1.4360 0.1492
N -28.0011 0.1919 -1.0955
N -29.1763 -0.7093 0.4834
H -28.7872 0.7910 -1.3035
H -27.0578 0.3414 -1.4241
H -29.9344 -0.1516 0.1169
H -29.2266 -1.3647 1.2502
*
```

[2]
Computed, not measured: 11 unconnected molecules or ions with the total composition C24H75N5O11 in a non-equilibrium geometry, with ωB97M-V/def2-TZVPD.

## Properties
HOMO level (alpha / beta) ... -10.863 / -10.862 eV

Structure (ORCA input):
```
! RIJCOSX wB97M-V def2-TZVPD def2/J DEFGRID3
* xyz 1 2
C 3.4562 -2.6090 -1.1258
C 2.3507 -2.9154 -0.1723
O 1.3103 -3.4762 -0.9530
H 4.3831 -2.3642 -0.6071
H 3.1709 -1.7558 -1.7413
H 3.6360 -3.5079 -1.7155
H 1.8996 -2.0287 0.2730
H 2.6587 -3.5746 0.6394
H 1.4911 -4.3928 -1.1740
C 0.5160 0.7795 -0.7575
C -0.5658 0.8649 -1.7971
O -1.2648 -0.3472 -1.7661
H 0.0921 0.7143 0.2446
H 1.1939 1.6324 -0.7250
H 1.1095 -0.1233 -0.9017
H -0.1819 1.0906 -2.7920
H -1.1016 1.7353 -1.4184
H -2.1288 -0.2289 -2.1676
O 2.5222 3.0089 -2.9165
H 3.1230 3.3842 -3.5603
H 2.5093 2.0731 -3.1173
O 2.7195 -0.0280 -4.0624
H 2.4350 0.6455 -4.6802
H 1.9428 -0.5699 -3.9236
O -3.8734 -0.1471 -2.4238
H -4.3151 -0.7148 -1.7923
H -4.5512 0.0747 -3.0623
O 0.3302 4.2331 -1.9984
H 0.4326 3.9718 -1.0832
H 1.0379 3.7808 -2.4576
C 0.2034 2.5209 3.7407
C -0.3151 1.9746 5.1231
C -0.4172 3.0131 6.2529
O 0.8132 3.5405 6.3903
C 0.9335 4.2736 7.6133
N -1.6029 1.3310 4.8501
H 1.2144 2.9283 3.7348
H -0.3871 3.3556 3.3630
H 0.2447 1.7760 2.9460
H 0.4093 1.1911 5.3456
H -0.6590 2.4088 7.1273
H -1.2499 3.7112 6.1674
H 0.5774 3.6625 8.4426
H 0.4466 5.2481 7.6512
H 1.9632 4.5508 7.8387
H -1.8363 0.7993 5.6764
H -1.4458 0.5761 4.1978
C 4.0475 4.0987 1.8728
C 3.9292 3.2773 0.6113
C 3.4681 1.8242 0.8239
O 4.4621 1.1199 1.5508
C 4.0721 -0.2117 1.9089
N 3.1430 4.0638 -0.3636
H 4.2649 5.1356 1.6167
H 4.9711 3.8101 2.3746
H 3.2123 3.9654 2.5605
H 4.9473 3.1230 0.2539
H 3.2065 1.2766 -0.0815
H 2.5551 1.8191 1.4194
H 3.9020 -0.7454 0.9739
H 3.1914 -0.2567 2.5497
H 4.8086 -0.8148 2.4399
H 2.1983 4.2041 -0.0353
H 3.0346 3.4829 -1.1827
C -3.5263 -2.5941 1.2736
C -2.2311 -3.2948 0.8819
C -2.2964 -4.0740 -0.4322
O -3.1425 -5.2635 -0.3217
C -2.8747 -6.1753 -1.3615
N -1.1599 -2.3217 0.8243
H -3.4062 -2.1330 2.2540
H -4.3576 -3.2976 1.3183
H -3.8719 -1.8645 0.5412
H -1.9335 -3.9705 1.6838
H -1.2392 -4.2722 -0.6086
H -2.5992 -3.4500 -1.2731
H -3.4795 -7.0601 -1.1629
H -1.8170 -6.4283 -1.4345
H -3.1784 -5.7792 -2.3305
H -0.3131 -2.6969 0.4217
H -1.4504 -1.5507 0.2401
C -2.9640 0.7570 1.1362
C -2.5677 2.1806 1.2607
C -2.9835 3.1586 0.1503
O -2.0190 4.2498 0.1178
C -2.5076 5.2750 -0.6220
N -3.0828 2.7302 2.5628
H -2.7234 0.3167 0.1686
H -4.0422 0.6434 1.2489
H -2.4980 0.1218 1.8894
H -1.4885 2.2297 1.4055
H -3.9862 3.5293 0.3630
H -3.1836 2.7007 -0.8184
H -2.6850 5.1248 -1.6870
H -1.9095 6.1862 -0.6108
H -3.4959 5.6314 -0.3317
H -2.6273 2.1979 3.2904
H -2.7562 3.6710 2.7310
C 1.8986 -3.6976 -4.8607
C 0.5174 -2.9791 -4.6792
C -0.5346 -4.0498 -4.2156
O -0.5398 -5.1527 -5.1636
C -1.4322 -6.2072 -4.7328
N 0.7395 -1.9870 -3.6776
H 2.0427 -4.2915 -5.7633
H 2.0030 -4.3431 -3.9885
H 2.7172 -2.9779 -4.8584
H 0.1052 -2.4936 -5.5638
H -1.4904 -3.5304 -4.1459
H -0.2963 -4.4324 -3.2232
H -2.4315 -5.8579 -4.4731
H -1.0412 -6.6077 -3.7974
H -1.5109 -6.9626 -5.5147
H 1.0885 -2.5347 -2.9041
H -0.0821 -1.6116 -3.2260
*
```

[3]
Computed, not measured: 19 unconnected molecules or ions with the total composition C24H86O24 in a non-equilibrium geometry, with ωB97M-V/def2-TZVPD.

## Properties
HOMO level ... -9.513 eV

Structure (ORCA input):
```
! RIJCOSX wB97M-V def2-TZVPD def2/J DEFGRID3
* xyz 0 1
C 1.0657 0.1987 -0.2387
C -0.1735 0.1651 0.5168
O 0.0374 -0.4894 1.7004
O 2.0683 1.0939 0.2249
H 0.8378 0.4763 -1.2679
H 1.5968 -0.7470 -0.3463
H -0.8627 -0.4052 -0.1059
H -0.7306 1.0547 0.8107
H 0.7879 -0.0303 2.0845
H 2.3549 1.5589 -0.5645
C 2.5262 6.0680 -1.7820
C 1.5600 5.5727 -2.8472
O 1.9530 4.4224 -3.5261
O 2.3498 5.4598 -0.4746
H 2.4238 7.1469 -1.6659
H 3.4989 5.9412 -2.2573
H 1.5599 6.3087 -3.6511
H 0.5882 5.4537 -2.3682
H 2.4544 4.7526 -4.2753
H 2.3026 4.5044 -0.5558
C -3.6749 -4.1381 0.3007
C -4.0207 -5.1325 1.4831
O -3.8110 -6.5226 1.1622
O -4.4187 -4.2187 -0.8773
H -2.6071 -4.1763 0.0849
H -3.9852 -3.1427 0.6185
H -5.0766 -5.2603 1.7214
H -3.4801 -4.7584 2.3526
H -4.5829 -6.6799 0.6135
H -4.3708 -5.0617 -1.3342
C 3.9368 0.9627 3.5851
C 3.6276 -0.4948 3.8779
O 2.9913 -1.0635 2.6830
O 2.6999 1.7815 3.4070
H 4.6454 1.0989 2.7681
H 4.3558 1.4754 4.4509
H 3.1562 -0.4806 4.8606
H 4.5089 -1.1014 4.0864
H 3.6334 -0.9731 1.9751
H 2.6231 1.7304 2.4514
C -3.4804 0.2630 -1.5865
C -4.8299 -0.3636 -1.1677
O -5.1489 -1.5871 -1.7774
O -3.3031 1.5540 -1.1219
H -3.4039 0.3376 -2.6713
H -2.6596 -0.4174 -1.3599
H -5.5795 0.3739 -1.4545
H -4.9310 -0.3689 -0.0824
H -5.1225 -2.3597 -1.2082
H -2.9115 2.0867 -1.8180
C -3.1849 -0.5526 3.5589
O -2.3940 0.5575 3.2322
H -2.7421 -1.5244 3.3402
H -3.2524 -0.5275 4.6465
H -4.1566 -0.3201 3.1233
H -1.7273 0.2933 2.5940
C 2.7030 1.8158 -6.5033
O 2.6016 0.4486 -6.7607
H 2.0849 2.2613 -7.2827
H 2.3526 2.1431 -5.5244
H 3.7380 2.1466 -6.5891
H 1.7106 0.1499 -6.9570
C 0.7854 -3.0380 3.7955
O 0.7697 -1.7796 4.4128
H 0.6971 -2.8125 2.7328
H 1.7187 -3.5951 3.8764
H 0.0038 -3.7782 3.9670
H 1.5325 -1.3295 4.0425
C -0.8584 -1.3787 -5.9434
O -1.8701 -2.0155 -6.6292
H -0.9812 -1.4130 -4.8609
H 0.0697 -1.8361 -6.2862
H -0.9415 -0.3547 -6.3076
H -2.6535 -2.0358 -6.0747
C 5.2693 6.0650 0.8503
O 6.4154 5.9110 1.6198
H 4.3287 6.1822 1.3885
H 5.3251 7.0758 0.4464
H 5.1419 5.3590 0.0296
H 6.7447 6.7700 1.8939
C -0.8484 2.6845 -3.1950
O -2.2719 3.1799 -3.2006
H -0.1904 3.3515 -2.6381
H -0.9417 1.7429 -2.6540
H -0.4865 2.3973 -4.1823
H -2.3217 4.0614 -3.5775
C 5.9932 -2.5086 1.7938
O 5.3813 -1.3501 1.2682
H 6.8947 -2.6878 1.2079
H 6.1222 -2.2728 2.8501
H 5.3841 -3.3899 1.5931
H 5.9302 -0.5753 1.4097
C -0.7553 -5.7767 1.3137
O -1.3715 -6.1758 0.1701
H 0.2330 -5.4146 1.0307
H -1.3585 -4.9845 1.7571
H -0.4982 -6.5882 1.9944
H -2.1985 -6.5928 0.4225
C -2.3222 -4.3217 -3.1389
O -1.2078 -4.6682 -2.3992
H -2.9700 -5.1824 -2.9729
H -2.8669 -3.4626 -2.7474
H -2.2136 -4.1570 -4.2109
H -1.5569 -4.9410 -1.5476
C -3.1675 3.6229 1.3645
O -4.3465 3.9167 0.6051
H -2.2937 3.1924 0.8755
H -2.8044 4.5680 1.7683
H -3.3498 3.0396 2.2671
H -4.5354 3.1849 0.0133
C 2.0503 -3.3505 -1.1721
O 1.0818 -2.8971 -2.2263
H 1.5405 -3.6612 -0.2602
H 2.5239 -4.2727 -1.5087
H 2.7490 -2.5386 -0.9701
H 0.4702 -3.5796 -2.5123
C -5.8823 1.7570 3.6045
O -6.8424 2.1666 2.6487
H -4.8652 1.9733 3.2776
H -6.1857 2.0642 4.6053
H -5.8711 0.6701 3.6863
H -6.6312 3.0911 2.4988
C 0.8543 0.6706 6.3142
O 1.5608 -0.1806 7.2227
H -0.2176 0.4735 6.3340
H 0.9075 1.7361 6.5373
H 1.0331 0.6104 5.2406
H 1.4924 -1.0716 6.8718
C 3.3945 1.6708 -2.9224
O 2.4666 2.3843 -2.0225
H 4.3338 1.4162 -2.4315
H 2.7933 0.7638 -2.9847
H 3.6378 2.2725 -3.7982
H 2.3346 3.1830 -2.5384
*
```

[4]
Computed, not measured: a molecular structure, C25H14BrF2FeN4O2S, with ωB97M-V/def2-TZVPD.

## Properties
HOMO level (alpha / beta) ... -3.243 / -3.280 eV
Energy relative to the best compared isomer or geometry (same formula, charge and spin) ... 0.0 kJ/mol

Structure (ORCA input):
```
! RIJCOSX wB97M-V def2-TZVPD def2/J DEFGRID3
* xyz -1 5
Fe -0.5759 -0.4851 -0.2211
O -3.1764 5.2180 0.9934
C -2.6393 3.9830 0.8407
C -1.2944 3.7134 1.0546
C -0.8493 2.4240 0.8566
N -1.6438 1.4138 0.4784
C -2.9204 1.7017 0.2852
Br -4.0544 0.2926 -0.2525
C -3.4812 2.9542 0.4511
H -2.4797 5.8406 1.2275
H -0.5992 4.4892 1.3493
H 0.1944 2.1793 0.9849
H -4.5308 3.1304 0.2739
F -4.1595 -4.6109 -0.0193
C -3.1900 -3.9102 0.6199
C -2.5097 -2.9169 -0.0491
C -1.5068 -2.1884 0.5944
C -1.1939 -2.5178 1.9269
C -1.9386 -3.5066 2.5647
F -1.7299 -3.8137 3.8768
C -2.9382 -4.2216 1.9415
C -0.0615 -1.7924 2.5665
C 0.5451 -2.1697 3.7668
C 1.6268 -1.4485 4.2401
C 2.0951 -0.3651 3.5175
C 1.4512 -0.0556 2.3322
N 0.4086 -0.7422 1.8733
H -2.7820 -2.7058 -1.0774
H -3.4936 -4.9830 2.4689
H 0.1816 -3.0219 4.3143
H 2.1039 -1.7405 5.1676
H 2.9413 0.2214 3.8474
H 1.7950 0.7663 1.7153
O -0.8522 0.0747 -2.0871
S 0.2727 1.1998 -2.3213
N 1.1449 0.8187 -0.8705
N 8.5895 5.6143 2.0352
C 7.6719 5.0245 1.6620
C 6.5320 4.2949 1.1988
C 5.9100 4.6337 -0.0092
C 4.8098 3.9404 -0.4532
C 4.2632 2.8639 0.2905
C 4.9150 2.5334 1.5057
C 6.0148 3.2308 1.9458
C 3.1379 2.1671 -0.1454
C 2.1540 1.5229 -0.5235
H 6.3069 5.4529 -0.5957
H 4.3382 4.2106 -1.3884
H 4.5306 1.7069 2.0895
H 6.4944 2.9572 2.8775
*
```

[5]
Computed, not measured: 2 unconnected molecules or ions with the total composition C25H14Cl3N4O4P in a non-equilibrium geometry, with ωB97M-V/def2-TZVPD.

## Properties
HOMO level ... -8.718 eV
Energy relative to the best compared isomer or geometry (same formula, charge and spin) ... 12.8 kJ/mol

Structure (ORCA input):
```
! RIJCOSX wB97M-V def2-TZVPD def2/J DEFGRID3
* xyz 0 1
Cl 4.5549 3.8923 0.8896
C 3.3169 2.7050 0.8475
C 2.2315 2.8701 -0.0210
C 1.2744 1.8669 -0.1144
C 1.3923 0.6942 0.6505
P 0.1180 -0.5692 0.2779
C 0.8888 -1.3895 -1.1712
C 0.0947 -2.3769 -1.7782
C 0.6243 -3.1996 -2.7653
C 1.9529 -3.0178 -3.1704
Cl 2.6593 -4.1161 -4.2826
C 2.7215 -1.9710 -2.6498
C 2.1867 -1.1542 -1.6495
C 0.4988 -1.8152 1.5708
C -0.1103 -1.5565 2.8119
C 0.1882 -2.3437 3.9203
C 1.1010 -3.3985 3.7888
Cl 1.5728 -4.2908 5.1759
C 1.6576 -3.7116 2.5442
C 1.3480 -2.9245 1.4314
C 2.4462 0.5674 1.5679
C 3.4139 1.5711 1.6603
H 2.1553 3.7636 -0.6284
H 0.4457 1.9726 -0.8105
H -0.9322 -2.5151 -1.4454
H 0.0280 -3.9919 -3.2025
H 3.7338 -1.8145 -3.0099
H 2.8045 -0.3652 -1.2286
H -0.7902 -0.7108 2.9084
H -0.2569 -2.1340 4.8860
H 2.3403 -4.5511 2.4530
H 1.8011 -3.1649 0.4725
H 2.5428 -0.3189 2.1896
H 4.2468 1.4727 2.3482
N -4.1825 5.0303 -3.5527
C -3.9124 4.1378 -2.8465
C -3.5861 3.0647 -1.9682
C -3.6755 1.6885 -2.1988
C -3.2008 0.7512 -1.2345
N -3.3935 -0.6538 -1.4977
O -3.8165 -0.9984 -2.6256
O -3.1621 -1.4905 -0.5855
C -2.5880 1.1750 -0.0341
C -2.6615 2.5332 0.2403
C -3.1333 3.4822 -0.6853
N -3.2289 4.7389 -0.1935
O -2.8430 4.5910 1.1449
N -2.4802 3.2323 1.4437
O -2.1705 2.9245 2.5823
H -4.1019 1.3230 -3.1297
H -2.1149 0.4959 0.6739
*
```

no.,E_tot (a.u.)
1,-2930.67322
2,-2060.34789
3,-2771.27959
4,-5766.24801
5,-3202.72858